# 1
Density functional theory data (ωB97M-V/def2-TZVPD) for a structure of composition C12H18I2IrO4SSc in a non-equilibrium geometry.

Structure (XYZ):
```
39
Properties=species:S:1:pos:R:3:forces:R:3
Sc -0.938035 -0.080681 -0.116158 0.0 0.0 -0.5
H 0.886488 4.417529 -1.836984 -0.2 -0.3 0.0
H -2.333855 -4.360077 1.382314 -0.1 0.4 0.0
O 3.834114 0.870653 2.876609 -3.7 -2.0 -3.1
O -0.629509 2.148451 2.546412 0.2 -2.4 -4.0
H -3.195986 -1.562704 -0.973163 -0.2 0.5 0.5
H -2.295707 -2.605078 1.693688 -0.1 -0.4 0.0
C 2.963454 0.472315 2.218629 5.5 3.6 4.9
H 1.106334 3.150266 1.054933 0.2 0.3 -0.1
H 2.859483 2.880143 1.013673 0.0 0.2 -0.2
C -2.160764 -0.329099 1.974629 -2.4 -0.5 4.9
I -2.473209 1.471443 -1.746676 -0.6 0.8 -0.6
Ir 1.528142 -0.181866 1.212232 -0.5 -1.6 -3.9
H -0.797932 -3.143149 -0.016684 0.5 -0.2 0.1
C -1.853239 -3.155105 -0.347720 -0.2 0.9 1.8
H 2.175547 4.395911 0.378689 0.0 -0.2 0.0
H 0.635907 2.847557 -2.685611 0.1 0.4 0.0
C -2.599774 -3.376465 0.968379 0.0 -0.1 0.2
C -0.616166 1.532535 1.567132 -0.3 3.4 4.3
C -1.876407 -4.334284 -1.307582 0.0 -0.5 -1.4
C 3.162072 2.803585 -1.743648 0.1 -0.6 -0.3
H -1.133148 -4.189547 -2.102053 -0.2 -0.2 0.0
H -2.852550 -4.472224 -1.776319 -0.1 0.2 0.0
C 2.015703 3.312273 0.463635 -0.1 -0.4 0.5
S 1.495464 0.898425 -0.867503 0.0 0.3 0.9
H -1.770223 -1.702586 -2.011765 0.6 0.4 0.0
H -1.636274 -5.266339 -0.782102 0.0 0.3 0.2
I 1.275014 -2.155541 -0.602528 0.1 0.1 0.6
O 0.198687 -1.534488 3.609614 1.7 2.2 -3.8
H 3.994186 2.317739 -1.223741 0.0 0.2 -0.1
H -3.692740 -3.326521 0.874209 0.2 -0.1 -0.2
C 1.869631 2.736278 -0.926579 0.3 0.7 -0.1
C 0.709013 3.338437 -1.707550 -0.1 -0.5 -0.4
H 3.413368 3.856198 -1.905334 -0.1 0.0 0.0
H 3.011646 2.315991 -2.718469 0.2 0.3 0.1
C -2.137340 -1.824528 -0.985192 -1.2 -2.4 -1.2
O -2.574833 -0.341418 3.053009 1.7 0.1 -4.8
H -0.256610 3.187210 -1.200506 0.0 0.3 0.2
C 0.690048 -1.011238 2.696080 -1.4 -3.1 5.4
```
Positions in Å, forces in eV/Å.

Values from the calculation:
Calculated total energy, eV: -71451.4873
Multiplicity: 5
Gap between HOMO and LUMO (alpha / beta), eV: 6.63 / 5.67
Highest occupied orbital energy (alpha / beta), eV: -23.605 / -23.687
Total charge: +4
<S²>: 6.029
Energy relative to the best compared isomer or geometry (same formula, charge and spin), kcal per mole: 4.4


# 2
Density functional theory data (ωB97M-V/def2-TZVPD) for a cluster of 2 separate species, C12H18N3 in total in a non-equilibrium geometry.

Structure (XYZ):
```
33
Properties=species:S:1:pos:R:3:forces:R:3
C 0.365863 -2.369650 1.887979 -1.6 1.2 1.8
N -1.145655 5.123863 -3.959682 0.2 -2.9 0.6
H 2.452277 -2.269670 2.444566 -0.3 -0.1 0.3
C 1.365529 -1.808704 4.251793 1.6 -2.1 1.0
C 0.732093 -3.801116 1.563523 -0.9 -0.6 -0.3
C 1.732807 -3.873745 0.381789 -1.4 -3.7 -0.4
C -1.766078 3.967696 -1.906653 -1.8 -2.4 1.3
C -1.501158 2.735964 -3.996996 -0.3 -1.1 2.2
H 1.083536 -4.374399 2.474432 0.3 0.8 -0.9
H 0.672278 -1.095940 4.638921 -1.1 0.2 0.1
H 3.089667 -2.848507 -0.714102 -1.9 -0.8 0.4
H 1.896407 -4.878638 -0.153157 0.0 0.8 1.4
H -0.234500 -4.304046 1.428144 0.4 -0.4 -0.9
C 1.659388 -0.272025 2.231898 -0.5 -1.2 1.6
C -1.909543 1.613770 -3.323243 -0.8 -1.2 -1.0
H -2.568264 0.610479 -1.544434 -0.5 -0.2 0.4
H -1.245622 5.922805 -3.382487 0.2 1.2 0.0
H 2.350907 -1.499542 4.768701 -1.3 -1.0 -0.8
H 0.125992 -1.657963 1.034282 0.9 -1.5 0.7
N 1.966263 0.051401 1.089724 0.1 0.5 0.3
H 1.071892 -2.917623 4.444237 0.5 2.0 0.7
H 1.295831 0.398555 3.063788 0.4 0.2 -0.9
C 1.513469 -1.809377 2.779022 0.5 2.9 -3.0
C -2.312016 2.788102 -1.320186 0.6 1.3 0.2
H -2.668721 2.826495 -0.306029 0.1 0.3 0.3
N 2.227648 -2.863195 -0.101522 2.6 3.4 -0.3
C -1.413672 3.935784 -3.284088 0.3 3.0 -1.0
H -1.251450 2.763445 -4.998840 0.4 -0.3 -1.9
C -2.365747 1.567011 -1.973359 1.6 1.5 -1.7
H -2.075524 0.684058 -3.873047 0.5 0.3 -0.1
H -0.706155 5.176262 -4.906593 -0.8 -0.1 1.3
H -0.651532 -2.311325 2.471289 1.8 -0.4 -0.6
H -1.786209 4.789774 -1.209669 0.4 0.7 -0.6
```
Positions in Å, forces in eV/Å.

Values from the calculation:
Calculated total energy, eV: -17194.4594
Gap between HOMO and LUMO (alpha / beta), eV: 7.52 / 2.89
Highest occupied orbital energy (alpha / beta), eV: -10.977 / -10.252
Total charge: +1
Energy relative to the best compared isomer or geometry (same formula, charge and spin), kcal per mole: 135.3


# 3
Density functional theory data (ωB97M-V/def2-TZVPD) for the ion C12H18NO2 with charge +1.

Structure (XYZ):
```
33
Properties=species:S:1:pos:R:3:forces:R:3
H -2.392795 -1.648536 -1.517595 0.1 0.0 0.1
H -3.513861 2.101266 -0.985970 0.1 0.0 0.1
O 1.034116 -1.316533 0.181519 0.3 0.0 -0.1
C -2.844956 1.629132 -0.254072 0.1 0.2 0.0
H 0.758543 -1.054365 2.232607 -0.1 0.0 -0.1
N -1.298707 -0.283822 -0.335429 0.5 -0.2 -0.3
H 2.753621 -1.630466 -1.630794 0.0 -0.1 -0.1
H 4.857432 -0.370714 -1.949749 0.1 0.0 -0.1
C -1.639557 0.999120 -0.986873 -0.3 0.7 -0.2
O -3.534390 0.656829 0.493637 -0.1 0.0 0.2
H 3.985181 1.922395 1.544432 0.0 0.1 0.1
C 2.535800 0.451523 1.017606 -0.3 -0.2 0.1
H -4.434172 -1.130683 0.341866 0.1 0.0 -0.2
C -3.761124 -0.511138 -0.251353 -0.1 -0.1 -0.1
C 4.210123 -0.135709 -1.119861 -0.1 0.0 0.0
H -0.273838 -2.223324 1.396346 0.0 0.1 0.0
H -1.696958 -0.219947 1.760852 0.0 0.0 -0.2
H 5.476890 1.410429 -0.350757 0.1 0.1 0.0
H -2.283543 -2.063080 0.198974 0.1 0.1 -0.1
C 2.200816 -0.549971 0.121797 0.1 0.0 -0.2
C 4.557376 0.862388 -0.223038 0.1 0.1 0.1
H -0.392639 0.841104 1.188762 -0.1 0.0 -0.1
H 1.910064 0.697900 1.862215 -0.1 0.0 0.1
H -0.444502 -0.688032 -0.780492 -0.4 0.2 0.0
C -2.420672 -1.242890 -0.505125 -0.7 -0.4 0.0
C 3.721807 1.149154 0.839751 0.1 0.0 -0.1
H -0.776993 1.666050 -0.964531 0.0 -0.2 0.0
H -4.256913 -0.269626 -1.200227 0.0 0.0 0.1
H -1.884575 0.789566 -2.030440 0.1 -0.1 0.1
H -2.532630 2.385398 0.467612 0.0 0.0 -0.1
C 0.199841 -1.240387 1.313245 -0.3 0.1 0.2
C -0.853639 -0.141702 1.076586 0.6 -0.2 0.7
C 3.034867 -0.841315 -0.951491 -0.2 -0.1 0.1
```
Positions in Å, forces in eV/Å.

Values from the calculation:
Calculated total energy, eV: -18313.9723
Gap between HOMO and LUMO, eV: 9.44
Highest occupied orbital energy, eV: -11.958
Total charge: +1
SMILES string: c1ccc(OCC[NH+]2CCOCC2)cc1
Energy relative to the best compared isomer or geometry (same formula, charge and spin), kcal per mole: 24.2


# 4
Density functional theory data (ωB97M-V/def2-TZVPD) for a structure of composition C12H18NO7P2Pt.

Structure (XYZ):
```
41
Properties=species:S:1:pos:R:3:forces:R:3
O 1.292205 -2.288745 -2.217871 -0.1 0.3 0.0
N -1.545841 -0.607992 0.539074 0.3 0.5 -0.4
C 3.106689 1.291793 1.767565 0.0 0.0 0.0
C 2.350860 2.384175 2.173141 0.0 0.0 0.0
C -1.207914 1.927623 -1.609217 0.0 0.0 0.0
C -2.466373 2.734753 0.429995 0.0 0.0 0.0
H -0.269221 2.113534 -1.086141 0.0 0.0 0.0
O -1.078199 -2.612296 -1.395943 0.0 -0.1 -0.5
H 4.122689 1.438037 1.421019 0.0 0.0 0.0
O 2.493762 -4.487970 -1.919395 0.0 -0.2 -0.1
C 0.650974 -1.573932 2.226231 -0.3 -0.1 0.3
C 1.050960 2.177325 2.613495 0.0 0.0 0.0
H 0.451524 3.016030 2.947560 0.0 0.0 0.0
H -1.486137 2.830063 -2.158993 0.0 0.0 0.0
Pt -0.228827 -2.078274 0.456682 0.2 0.1 0.2
H -2.723622 3.658800 -0.089295 0.0 0.0 0.0
C -2.328418 1.611724 -0.601716 0.1 -0.1 0.0
O -0.191444 -3.887335 -3.417470 0.0 -0.1 -0.1
H 1.388716 -2.340320 2.481860 0.0 0.1 -0.1
H -3.939818 2.262935 -1.860513 0.0 0.0 0.0
C 0.518422 0.898833 2.636169 0.1 -0.1 0.0
H -1.528700 2.882500 0.964838 0.0 0.0 0.0
H -4.442252 1.085312 -0.636191 0.0 0.0 0.0
H -0.495905 0.747293 2.985463 -0.1 0.0 0.0
C 1.261169 -0.212592 2.221447 0.0 0.1 -0.1
P -0.263733 -2.465175 -2.677267 -0.3 0.1 0.0
H -3.251933 2.514302 1.154227 0.0 0.0 0.0
O -0.628240 -1.396450 -3.622112 0.0 0.1 0.0
H -0.129102 -1.586704 3.000234 0.1 -0.1 0.0
H -1.052320 1.106616 -2.313438 -0.1 0.0 0.0
O 1.213954 -3.459719 0.044302 0.0 0.3 0.3
C -3.648230 1.353818 -1.333261 0.0 0.0 0.0
H 4.026438 -2.510481 -1.432603 0.0 0.0 0.0
H 3.161330 -0.823437 1.452394 0.1 -0.1 -0.1
C 2.572577 0.014154 1.793103 -0.2 0.0 0.0
H 2.770795 3.381646 2.151007 0.0 0.0 0.0
H -3.528046 0.552720 -2.060275 0.0 0.0 0.0
P 2.056877 -3.268430 -1.208679 0.2 -0.2 0.0
O 3.311500 -2.342214 -0.809659 0.1 0.0 0.1
H 0.553491 -4.419085 -3.090747 0.0 0.0 0.0
C -1.920664 0.377160 0.080966 -0.1 -0.6 0.4
```
Positions in Å, forces in eV/Å.

Values from the calculation:
Calculated total energy, eV: -50393.2907
Gap between HOMO and LUMO, eV: 7.82
Highest occupied orbital energy, eV: -5.278
Total charge: -1
Energy relative to the best compared isomer or geometry (same formula, charge and spin), kcal per mole: 0.0